(1)
Formula: C4H7F3N2
Source: the OMol25 dataset
Level of theory: ωB97M-V with the def2-TZVPD basis set

Summary:
- Highest occupied orbital energy (alpha / beta): -5.0 / -10.7 eV
- HOMO-LUMO gap (alpha / beta): 6.02 / 8.07 eV
- <S²>: 2.008
- Molar mass: 140.108 g mol⁻¹
- Energy relative to the best compared isomer or geometry (same formula, charge and spin): 34.7 kcal per mole
- Spin multiplicity: 3

Each line ends with the Löwdin charge.
Cartesian coordinates (Å):
F 3.502 0.311 0.863  0.122
C -1.670 -0.135 -0.137  -0.274
H -1.489 1.596 1.144  0.116
H 0.480 -2.787 0.170  0.123
F 1.767 1.452 0.851  0.105
C -0.766 -1.253 -0.078  -0.526
N -1.185 -0.887 -1.309  0.143
H -2.048 1.947 -0.597  0.096
H -2.690 -0.578 0.059  0.147
H 1.832 -0.687 0.794  0.115
N 0.034 -1.917 0.636  0.134
C 2.243 0.257 0.477  -0.477
H -0.378 1.445 -0.247  0.022
F 2.112 0.233 -0.890  0.059
C -1.370 1.326 0.035  -0.041
H -0.372 -0.323 -1.770  0.136

---

(2)
Formula: C7H10NS
Source: the OMol25 dataset
Level of theory: ωB97M-V with the def2-TZVPD basis set

Summary:
- Highest occupied orbital energy (alpha / beta): -12.9 / -12.9 eV
- HOMO-LUMO gap (alpha / beta): 7.86 / 7.86 eV
- Molar mass: 140.231 g mol⁻¹
- Charge: +1
- Energy relative to the best compared isomer or geometry (same formula, charge and spin): 54.2 kcal per mole
- Spin multiplicity: 1

Each line ends with the Löwdin charge.
Cartesian coordinates (Å):
H -0.022 0.824 -0.722  0.059
S -2.277 1.285 -0.774  1.055
H -0.672 -2.850 0.141  0.146
C 2.541 2.010 0.338  -0.098
H 1.628 2.569 0.668  0.098
H 3.438 2.265 0.978  0.115
H -2.110 -1.675 1.335  0.172
C -2.093 -0.969 0.456  -0.136
C -2.785 0.173 0.372  -0.374
H 1.572 -1.501 0.902  0.012
H 2.846 2.332 -0.656  0.080
H -3.662 0.285 0.928  0.082
C -0.795 0.207 -1.084  -0.294
H -0.863 0.127 -2.116  0.092
C -0.217 -2.004 -0.440  0.137
C 1.806 -0.506 0.731  0.099
H 0.537 -2.226 -1.139  0.117
N -0.985 -0.973 -0.336  -0.176
C 2.115 0.626 0.417  -0.184

---

(3)
Formula: C4H5NO2S
Source: the OMol25 dataset
Level of theory: ωB97M-V with the def2-TZVPD basis set

Summary:
- Highest occupied orbital energy: -7.5 eV
- HOMO-LUMO gap: 7.99 eV
- Molar mass: 131.156 g mol⁻¹
- SMILES string: OC1=C(O)S1.CC#N
- Energy relative to the best compared isomer or geometry (same formula, charge and spin): 113.4 kcal per mole
- Spin multiplicity: 1

Each line ends with the Löwdin charge.
Cartesian coordinates (Å):
H -1.882 -0.601 1.189  0.093
H -2.002 4.276 0.180  0.093
C -1.857 2.559 0.733  -0.466
C -1.971 1.263 0.599  -0.598
N -0.887 -2.061 1.159  0.162
O -2.185 3.837 0.995  0.064
H 0.931 -1.699 -1.375  0.122
S -0.415 1.774 -0.199  0.792
C -0.094 -1.834 0.359  -0.246
H 1.860 -1.371 0.107  0.067
O -2.548 0.220 1.119  0.029
H 0.672 -0.152 -0.413  -0.042
C 0.954 -1.205 -0.355  -0.070

---

(4)
Formula: CH5NO3P
Source: the OMol25 dataset
Level of theory: ωB97M-V with the def2-TZVPD basis set

Summary:
- Highest occupied orbital energy: -3.8 eV
- HOMO-LUMO gap: 8.01 eV
- Molar mass: 110.029 g mol⁻¹
- Charge: -1
- Energy relative to the best compared isomer or geometry (same formula, charge and spin): 49.5 kcal per mole
- Spin multiplicity: 1

Each line ends with the Löwdin charge.
Cartesian coordinates (Å):
C 1.597 -0.140 -0.250  -0.201
P 0.085 0.734 0.065  0.392
H 1.377 -0.961 -0.897  0.031
O -0.684 1.208 -1.131  -0.386
H 2.442 0.434 -0.505  0.016
N -1.141 -1.125 0.468  -0.171
H -1.883 0.266 -0.759  0.053
H 1.698 -0.545 0.769  0.043
H -1.273 -0.778 1.342  -0.065
O 0.005 1.605 1.238  -0.376
O -2.223 -0.699 -0.341  -0.336

---

(5)
Formula: C2H22N4O9
Source: the OMol25 dataset
Level of theory: ωB97M-V with the def2-TZVPD basis set

Summary:
- Highest occupied orbital energy: -9.3 eV
- HOMO-LUMO gap: 9.17 eV
- Molar mass: 246.217 g mol⁻¹
- SMILES string: NC(N)=O.NC(N)=O.O.O.O.O.O.O.O
- Energy relative to the best compared isomer or geometry (same formula, charge and spin): 0.0 kcal per mole
- Spin multiplicity: 1

Each line ends with the Löwdin charge.
Cartesian coordinates (Å):
C -2.689 -1.894 3.110  -0.682
H -1.967 -1.875 -1.018  0.016
O -0.475 3.369 0.230  -0.070
N -1.999 -1.815 1.943  0.167
C 4.653 0.851 -1.048  -0.675
N 3.581 0.297 -0.385  0.149
N 5.815 0.924 -0.328  0.148
H -0.999 -1.826 2.020  0.063
O -0.606 0.529 -0.064  -0.061
H -4.544 -1.690 3.885  0.097
O 4.557 1.261 -2.192  0.023
H -0.528 3.044 -3.204  0.067
H 3.645 -0.331 0.392  0.082
H 1.426 -1.743 1.897  0.077
H -3.178 1.055 1.558  0.045
H -0.140 0.591 -0.907  0.014
H -0.062 -0.078 0.470  0.021
O -2.145 -2.072 4.192  0.006
H 5.877 0.514 0.584  0.090
H -1.791 -3.088 -1.923  0.040
H 1.214 -1.917 0.384  0.072
H -1.760 2.162 -3.430  0.064
H -2.497 -1.689 1.085  0.062
H 0.607 1.023 -2.817  0.003
O -3.508 0.728 0.715  -0.067
H 2.719 0.379 -0.901  0.061
O 1.153 0.282 -2.508  -0.066
O 0.821 -1.534 1.177  -0.042
O -0.870 2.154 -3.068  -0.033
H 1.804 0.138 -3.202  0.058
H -4.460 -1.303 2.201  0.079
H 6.619 1.315 -0.781  0.102
H -2.732 0.741 0.140  -0.004
O -1.863 -2.833 -0.998  -0.053
N -4.048 -1.727 3.014  0.146
H -0.512 2.399 0.197  -0.018
H -1.119 3.658 -0.420  0.018

---

(6)
Formula: C13H20N2O2
Source: the OMol25 dataset
Level of theory: ωB97M-V with the def2-TZVPD basis set

Summary:
- Highest occupied orbital energy: -8.0 eV
- HOMO-LUMO gap: 8.91 eV
- Molar mass: 236.315 g mol⁻¹
- SMILES string: CCCCCCOc1ccc(/C(N)=N/O)cc1
- Energy relative to the best compared isomer or geometry (same formula, charge and spin): 43.9 kcal per mole
- Spin multiplicity: 1

Each line ends with the Löwdin charge.
Cartesian coordinates (Å):
H -1.990 1.086 0.952  0.109
H 2.010 3.466 -1.176  0.070
H 2.587 -2.746 0.602  0.132
C -0.486 -1.828 0.115  -0.264
O -5.568 1.990 0.046  -0.077
H 1.605 -0.274 -0.892  0.093
H -1.478 -3.481 -0.790  0.118
H 2.604 -1.580 -1.519  0.121
H 4.243 0.974 1.477  0.106
C -1.605 -2.481 -0.406  0.002
C -2.835 -1.863 -0.433  -0.031
H 2.168 1.788 -1.679  0.067
H -3.676 -2.382 -0.869  0.109
H -6.285 -0.144 0.090  0.088
C -2.989 -0.567 0.059  -0.174
H 2.509 0.735 1.354  0.095
H 1.163 2.204 -0.286  0.067
C 3.659 -0.230 -0.209  -0.198
H 0.199 0.006 1.023  0.094
C 1.885 -1.919 0.463  -0.196
C 3.291 2.298 0.103  -0.265
H -5.364 2.933 0.023  0.085
H 3.226 3.054 0.889  0.103
C 2.083 2.442 -0.815  -0.107
H 4.151 0.165 -1.100  0.111
O 0.668 -2.546 0.108  -0.039
C -0.637 -0.533 0.606  -0.010
H 1.784 -1.396 1.422  0.119
H -5.401 -1.590 0.316  0.093
C 2.395 -0.979 -0.632  -0.177
C 3.411 0.926 0.771  -0.217
H 4.201 2.497 -0.467  0.105
C -1.873 0.082 0.575  -0.017
N -5.426 -0.653 -0.046  0.147
C -4.292 0.110 0.038  -0.394
N -4.284 1.389 0.042  0.024
H 4.344 -0.951 0.244  0.108

---

The records above give, respectively, energy values of -565.4818, -725.2659, -758.6994, -662.9598, -985.6757, -767.3096 hartree.